DFT (wB97M-V/def2-TZVPD) results for a single C4H4S molecule in a non-equilibrium geometry.

The calculation puts the LUMO energy at 0.0118 hartree. The HOMO energy is -8.46 eV. The total energy comes out at -552.87001 Ha. Its HOMO-LUMO gap is 8.779 eV. As for the SMILES: C#C/C=C\S.

Last column: Mulliken charge in e.
Positions of all 9 atoms, in Å:
C  2.102  1.036  -0.181  -0.074
C  1.047  0.433  0.050  -0.263
C  -0.039  -0.574  0.087  -0.380
C  -1.438  -0.644  0.003  -0.164
S  -2.539  0.659  -0.008  -0.240
H  3.062  1.444  -0.303  0.411
H  0.618  -1.451  0.378  0.215
H  -1.838  -1.607  0.062  0.358
H  -2.086  1.776  0.526  0.138